Entry 1:
Here is 2 unconnected molecules or ions with the total composition CH4ClP at a distorted geometry from OMol25. Energies are from ωB97M-V/def2-TZVPD.

## Properties
HOMO-LUMO gap   10.16 eV
Total charge   0
E_HOMO   -0.36239 Eh
Structure (SMILES)   C=P.Cl
Relative energy (zero: lowest compared OMol25 entry of this formula, charge and spin)   132.0 kJ/mol
Multiplicity   1

Each line ends with the natural charge from an NBO analysis.
Geometry (Å):
C: -1.136 -0.011 -0.143  -0.8550
P: -0.197 -1.379 -0.070  0.4410
H: -1.592 0.390 -1.098  0.2300
H: -1.423 0.601 0.835  0.2306
H: 0.097 -1.463 1.435  -0.0483
Cl: 3.563 -0.082 0.006  -0.2801
H: 3.676 0.787 -0.998  0.2818

***

Entry 2:
Here is 3 unconnected molecules or ions with the total composition C24H52Br2N3O5 from OMol25. Energies are from ωB97M-V/def2-TZVPD.

## Properties
HOMO-LUMO gap (spin up / spin down)   8.32 / 9.18 eV
Total charge   0
E_HOMO (spin up / spin down)   -0.28734 / -0.31887 Eh
Relative energy (zero: lowest compared OMol25 entry of this formula, charge and spin)   14.0 kJ/mol
Multiplicity   2
⟨S²⟩   0.754

Each line ends with the Mulliken spin population.
Geometry (Å):
C: 0.423 2.815 0.315  0.0011
C: -0.338 4.038 -0.149  -0.0013
Br: 0.871 5.573 -0.148  0.0000
C: -1.633 4.443 0.604  0.0000
Br: -2.067 3.254 2.080  0.0077
C: -2.791 4.644 -0.376  0.0014
C: -3.971 5.412 0.231  0.0092
C: -5.168 4.596 0.768  -0.0077
C: -5.422 4.903 2.262  0.0096
C: -6.430 4.973 -0.014  0.0424
N: -4.928 3.136 0.675  0.3664
O: -5.825 2.429 1.234  0.5292
C: -4.327 2.505 -0.526  -0.0105
C: -3.756 1.138 -0.072  0.0091
C: -5.398 2.231 -1.590  0.0422
C: -3.233 3.399 -1.147  0.0249
H: -0.213 1.933 0.265  -0.0002
H: 0.792 2.951 1.327  -0.0004
H: 1.275 2.659 -0.344  0.0001
H: -0.601 3.911 -1.195  0.0000
H: -1.459 5.397 1.088  0.0006
H: -2.348 5.312 -1.121  -0.0012
H: -4.356 6.070 -0.550  -0.0016
H: -3.575 6.065 1.005  -0.0014
H: -6.484 4.971 2.479  -0.0008
H: -5.000 4.114 2.879  0.0019
H: -4.955 5.842 2.552  -0.0012
H: -6.649 6.022 0.197  -0.0010
H: -6.301 4.881 -1.090  -0.0037
H: -7.275 4.376 0.318  -0.0011
H: -3.846 1.035 1.006  0.0007
H: -4.284 0.312 -0.539  -0.0014
H: -2.700 1.044 -0.320  -0.0038
H: -5.724 3.130 -2.107  -0.0044
H: -6.247 1.713 -1.149  -0.0036
H: -4.957 1.569 -2.337  0.0016
H: -2.353 2.798 -1.371  -0.0022
H: -3.600 3.754 -2.112  -0.0008
C: 1.582 -3.068 0.544  0.0000
O: 1.116 -3.784 -0.584  0.0000
C: 0.584 -5.070 -0.294  0.0000
C: -0.900 -5.108 -0.580  0.0000
N: -1.629 -4.268 0.359  0.0000
C: -3.040 -4.074 0.047  0.0000
C: -3.388 -3.351 -1.248  0.0000
O: -2.984 -1.995 -1.272  0.0002
C: -1.664 -1.756 -1.719  0.0001
H: 2.069 -2.164 0.181  0.0000
H: 0.765 -2.781 1.215  0.0000
H: 2.315 -3.654 1.108  0.0000
H: 0.782 -5.340 0.748  0.0000
H: 1.091 -5.795 -0.937  0.0000
H: -1.257 -6.138 -0.484  0.0000
H: -1.041 -4.802 -1.626  0.0000
H: -1.180 -3.363 0.403  0.0000
H: -3.481 -3.507 0.870  0.0000
H: -3.531 -5.053 0.037  0.0000
H: -4.477 -3.345 -1.338  0.0000
H: -2.999 -3.872 -2.132  0.0000
H: -1.347 -2.496 -2.457  0.0000
H: -0.943 -1.747 -0.896  -0.0001
H: -1.650 -0.769 -2.185  0.0000
C: 8.166 -2.757 2.829  0.0000
O: 8.505 -2.134 1.607  0.0000
C: 8.685 -3.031 0.519  0.0000
C: 7.619 -2.824 -0.533  0.0000
N: 6.311 -3.233 -0.043  0.0000
C: 5.196 -2.908 -0.926  0.0000
C: 4.897 -1.437 -1.188  0.0000
O: 4.429 -0.732 -0.052  0.0000
C: 5.431 -0.197 0.793  0.0000
H: 8.167 -1.984 3.596  0.0000
H: 7.173 -3.219 2.798  0.0000
H: 8.899 -3.522 3.102  0.0000
H: 8.680 -4.066 0.871  0.0000
H: 9.664 -2.826 0.077  0.0000
H: 7.869 -3.426 -1.412  0.0000
H: 7.653 -1.767 -0.834  0.0000
H: 6.151 -2.804 0.859  0.0000
H: 4.298 -3.356 -0.494  0.0000
H: 5.365 -3.403 -1.887  0.0000
H: 4.087 -1.393 -1.920  0.0000
H: 5.753 -0.912 -1.629  0.0000
H: 6.327 0.077 0.231  0.0000
H: 5.712 -0.891 1.590  0.0000
H: 5.022 0.699 1.259  0.0000

***

Entry 3:
Here is a single C4H6O2 molecule at a distorted geometry from OMol25. Energies are from ωB97M-V/def2-TZVPD.

## Properties
HOMO-LUMO gap   10.92 eV
Total charge   0
E_HOMO   -0.37359 Eh
Structure (SMILES)   C[C@@H]1O[C@@H]1C=O
Relative energy (zero: lowest compared OMol25 entry of this formula, charge and spin)   182.8 kJ/mol
Multiplicity   1

Each line ends with the natural charge from an NBO analysis.
Geometry (Å):
C: 1.398 -0.259 0.593  -0.6426
C: 0.601 0.590 -0.319  0.0890
O: -0.359 1.448 0.256  -0.4728
C: -0.840 0.471 -0.647  -0.0596
C: -1.646 -0.606 -0.016  0.4027
O: -2.313 -1.401 -0.662  -0.5073
H: 2.183 0.313 1.060  0.2284
H: 0.788 -0.764 1.357  0.2192
H: 1.852 -1.068 0.003  0.2244
H: 1.182 1.076 -1.092  0.1857
H: -1.221 0.820 -1.616  0.2103
H: -1.624 -0.620 1.083  0.1225

***

Entry 4:
Here is a molecular structure, ClNO7Tl at a distorted geometry from OMol25. Energies are from ωB97M-V/def2-TZVPD.

## Properties
HOMO-LUMO gap   2.55 eV
Total charge   +1
E_HOMO   -0.46682 Eh
Relative energy (zero: lowest compared OMol25 entry of this formula, charge and spin)   160.4 kJ/mol
Multiplicity   1

Each line ends with the natural charge from an NBO analysis.
Geometry (Å):
Tl: -2.635 -21.772 -6.726  0.9995
N: 1.124 -16.433 -14.977  0.6845
O: 0.090 -15.838 -14.707  -0.1525
O: 2.306 -15.994 -14.788  -0.1403
O: 1.054 -17.467 -15.598  -0.1136
Cl: 0.428 -18.053 -9.860  2.4545
O: -0.504 -19.010 -10.546  -0.6398
O: 0.339 -18.412 -8.432  -0.7496
O: 1.822 -18.026 -10.364  -0.6737
O: -0.182 -16.834 -10.083  -0.6689

***

Entry 5:
Here is a molecular structure, C8H11N3 at a distorted geometry from OMol25. Energies are from ωB97M-V/def2-TZVPD.

## Properties
HOMO-LUMO gap (spin up / spin down)   7.82 / 7.82 eV
Total charge   0
E_HOMO (spin up / spin down)   -0.31827 / -0.31829 Eh
Relative energy (zero: lowest compared OMol25 entry of this formula, charge and spin)   404.3 kJ/mol
Multiplicity   1

Each line ends with the natural charge from an NBO analysis.
Geometry (Å):
C: 3.297 -0.601 -0.195  0.3754
C: -1.181 -0.404 -0.574  -0.1244
C: -0.408 -1.418 -0.040  -0.0644
C: -0.674 0.942 -0.661  -0.2778
C: 0.801 -1.065 0.691  0.0070
C: 1.234 0.316 0.631  0.0730
C: -0.891 -2.866 0.110  -0.6167
C: 0.607 2.780 0.169  -0.3986
N: 4.373 -1.027 -0.220  -0.4040
N: 2.138 -0.198 -0.385  -0.4822
N: 0.285 1.357 0.362  -0.4430
H: -2.151 -0.787 -1.069  0.2277
H: -0.164 1.004 -1.766  0.2059
H: -1.546 1.740 -0.667  0.2232
H: 1.032 -1.767 1.539  0.2432
H: 1.852 0.620 1.570  0.1962
H: -1.326 -2.988 1.004  0.2136
H: 0.042 -3.399 0.173  0.2160
H: -1.485 -3.104 -0.738  0.2228
H: 1.632 3.056 0.295  0.2125
H: 0.261 2.989 -0.913  0.1935
H: 0.048 3.345 0.864  0.2011

***

Entry 6:
Here is 22 unconnected molecules or ions with the total composition C4H47F4NO25PS at a distorted geometry from OMol25. Energies are from ωB97M-V/def2-TZVPD.

## Properties
HOMO-LUMO gap   7.32 eV
Total charge   -1
E_HOMO   -0.20225 Eh
Multiplicity   1

Each line ends with the Löwdin charge.
Geometry (Å):
O: 1.017 -3.382 2.720  -0.0232
C: 1.272 -2.842 1.631  -0.7078
O: 1.903 -3.324 0.659  -0.0341
C: 0.769 -1.367 1.376  -0.2086
N: 0.580 -1.132 -0.066  -0.1117
P: -0.799 -1.781 -0.718  0.1501
O: -0.339 -2.677 -1.947  -0.1797
O: -1.585 -0.562 -1.403  -0.1985
S: -1.946 -2.763 0.476  0.3745
C: 1.914 -0.459 1.766  -0.4227
F: 1.595 0.852 1.662  0.1097
F: 2.962 -0.656 0.907  0.0937
C: 2.467 -0.745 3.151  -0.3165
F: 1.484 -0.973 4.040  0.0994
F: 3.162 0.319 3.615  0.0862
H: -0.070 -1.090 2.004  0.1111
H: 0.612 -0.133 -0.254  0.1200
H: -0.214 -3.572 -1.611  0.0722
H: -2.503 -0.867 -1.414  0.0575
H: 3.095 -1.627 3.126  0.1295
O: -2.207 -0.251 2.785  -0.0691
H: -2.072 -0.204 3.737  0.0597
H: -3.159 -0.355 2.681  0.0449
O: -3.100 1.978 1.095  -0.0743
H: -3.106 2.726 1.701  0.0119
H: -2.610 1.295 1.576  -0.0128
O: 4.977 -2.794 3.389  -0.0650
H: 5.458 -2.973 2.570  0.0141
H: 5.434 -3.322 4.046  0.0203
O: 6.097 -1.152 1.279  -0.0489
H: 5.249 -0.691 1.308  0.0230
H: 6.638 -0.690 1.924  0.0390
O: -2.985 0.655 -3.635  -0.0587
H: -2.337 0.226 -3.065  -0.0152
H: -2.747 0.361 -4.521  0.0143
O: -0.172 0.486 -4.165  -0.0545
H: -0.242 1.181 -3.495  0.0212
H: 0.247 -0.249 -3.704  0.0446
O: -1.201 2.702 -5.770  -0.0657
H: -1.260 3.380 -5.088  -0.0098
H: -0.764 1.973 -5.308  -0.0120
O: 2.276 -1.517 -1.771  -0.0918
H: 2.119 -1.591 -0.814  -0.0123
H: 3.234 -1.520 -1.854  0.0373
O: 3.724 -3.048 6.147  -0.0444
H: 4.665 -2.871 6.084  0.0317
H: 3.450 -3.214 5.232  0.0421
O: -4.998 4.109 2.861  -0.0653
H: -5.559 4.067 3.637  0.0205
H: -5.334 3.403 2.299  0.0060
O: -5.799 -1.182 -3.690  -0.0539
H: -6.477 -0.516 -3.551  0.0351
H: -4.989 -0.668 -3.822  0.0123
O: 5.887 -4.980 1.957  -0.0429
H: 6.599 -5.204 2.564  0.0384
H: 5.180 -5.595 2.181  0.0576
O: -0.288 3.062 2.173  -0.0554
H: 0.453 3.536 2.558  0.0316
H: 0.114 2.553 1.461  0.0155
O: 3.477 1.194 -1.728  -0.0524
H: 4.397 1.250 -2.005  0.0479
H: 3.129 0.406 -2.173  0.0204
O: 3.123 3.166 0.391  -0.0613
H: 3.892 3.618 0.743  0.0252
H: 3.436 2.512 -0.247  -0.0146
O: -3.835 0.134 -6.780  -0.0504
H: -4.514 0.799 -6.637  0.0386
H: -3.029 0.649 -6.907  0.0307
O: -2.349 5.125 -4.139  -0.0394
H: -1.947 5.951 -4.426  0.0428
H: -2.932 5.376 -3.416  0.0468
O: -7.571 3.094 2.185  -0.0453
H: -8.138 3.047 2.960  0.0426
H: -7.882 2.380 1.620  0.0483
O: 2.727 -0.761 7.755  -0.0749
H: 3.594 -0.412 7.541  0.0190
H: 2.631 -1.516 7.157  0.0014
O: 0.575 3.198 -2.758  -0.0357
H: -0.118 3.853 -2.619  0.0348
H: 1.376 3.716 -2.877  0.0447
O: -5.392 -3.693 -5.828  -0.0665
H: -5.452 -2.991 -5.169  -0.0003
H: -4.974 -4.420 -5.359  0.0272

***

Entry 7:
Here is a molecular structure, C3H10N3O at a distorted geometry from OMol25. Energies are from ωB97M-V/def2-TZVPD.

## Properties
HOMO-LUMO gap   10.34 eV
Total charge   +1
E_HOMO   -0.52946 Eh
Relative energy (zero: lowest compared OMol25 entry of this formula, charge and spin)   478.2 kJ/mol
Multiplicity   1

Each line ends with the natural charge from an NBO analysis.
Geometry (Å):
C: 1.960 0.513 0.771  0.5459
C: -1.436 -0.544 -0.487  -0.6172
C: -0.323 0.440 -0.297  0.1057
N: -0.750 1.418 0.649  -0.7166
N: 0.929 -0.221 0.179  -0.3705
N: 1.479 -1.551 -1.018  -0.5498
O: 1.737 1.500 1.395  -0.5876
H: 2.938 0.047 0.541  0.1437
H: -2.259 -0.053 -0.817  0.2266
H: -1.671 -1.061 0.433  0.2266
H: -1.186 -1.234 -1.183  0.2501
H: -0.091 1.106 -1.130  0.2094
H: -1.425 2.147 0.225  0.4592
H: 0.064 1.874 1.186  0.4920
H: 2.545 -1.410 -0.702  0.3726
H: 1.070 -2.396 -0.546  0.3757
H: -1.219 0.997 1.471  0.4342

***

Entry 8:
Here is a molecular structure, C27H26Cl2IN6ReS at a distorted geometry from OMol25. Energies are from ωB97M-V/def2-TZVPD.

## Properties
HOMO-LUMO gap (spin up / spin down)   5.53 / 3.63 eV
Total charge   +3
E_HOMO (spin up / spin down)   -0.54647 / -0.54596 Eh
Relative energy (zero: lowest compared OMol25 entry of this formula, charge and spin)   101.9 kJ/mol
Multiplicity   4
⟨S²⟩   3.790

Each line ends with the Mulliken spin population.
Geometry (Å):
Re: 0.233 -0.630 0.112  2.7870
C: -2.262 -2.243 3.396  -0.0261
C: -1.559 -1.764 4.496  0.0806
C: -0.354 -1.103 4.321  -0.0199
C: 0.170 -0.928 3.041  -0.0024
C: -0.571 -1.360 1.910  -0.0406
C: -1.775 -2.022 2.116  0.1002
C: 1.512 -0.420 2.777  0.0229
C: 2.408 -0.043 3.794  0.0141
C: 3.702 0.272 3.481  0.0202
C: 4.149 0.124 2.152  -0.0041
C: 5.496 0.312 1.782  0.0126
C: 5.903 0.099 0.490  -0.0001
C: 4.982 -0.350 -0.468  0.0167
C: 3.663 -0.531 -0.139  0.0678
C: 3.198 -0.272 1.166  -0.0511
N: 1.886 -0.442 1.485  -0.1104
H: -3.191 -2.773 3.539  0.0010
H: -1.942 -1.927 5.492  0.0005
H: 0.171 -0.736 5.188  0.0019
H: -2.352 -2.384 1.276  0.0083
H: 2.078 -0.005 4.818  0.0036
H: 4.394 0.585 4.247  -0.0017
H: 6.199 0.626 2.539  0.0003
H: 6.936 0.238 0.213  0.0004
H: 5.319 -0.580 -1.468  0.0010
H: 2.976 -0.940 -0.866  -0.0055
Cl: -0.419 1.586 0.901  0.0066
C: -1.392 2.738 -0.044  0.0077
Cl: -1.490 2.246 -1.741  0.0009
H: -0.894 3.707 0.023  -0.0013
H: -2.395 2.778 0.388  0.0017
I: -5.657 0.557 -0.272  -0.0012
C: -3.987 -0.410 -1.140  -0.0060
C: -4.082 -1.096 -2.347  0.0196
C: -2.943 -1.722 -2.826  -0.0128
C: -1.754 -1.609 -2.125  0.0221
N: -1.649 -0.929 -0.975  -0.0526
C: -2.758 -0.360 -0.492  0.0153
H: -5.016 -1.150 -2.889  -0.0001
H: -2.979 -2.297 -3.738  0.0001
H: -0.865 -2.094 -2.501  0.0104
H: -2.686 0.138 0.464  -0.0027
N: 1.867 -3.209 0.570  0.0138
N: 0.922 -2.708 -0.393  0.0048
H: 2.244 -4.115 0.291  -0.0013
H: 1.412 -3.323 1.473  0.0018
H: 0.106 -3.337 -0.495  0.0068
H: 1.421 -2.734 -1.292  0.0029
N: 5.034 3.316 -3.956  -0.0022
C: 3.922 2.785 -4.442  -0.0033
S: 3.492 2.935 -6.045  0.0105
C: 3.018 2.066 -3.522  0.0018
C: 2.885 2.454 -2.188  -0.0081
C: 2.048 1.736 -1.355  0.0094
N: 1.349 0.669 -1.744  0.0866
C: 1.442 0.327 -3.029  0.0080
C: 2.241 0.988 -3.946  -0.0069
H: 5.643 3.859 -4.554  0.0001
H: 5.321 3.206 -2.994  0.0003
H: 3.404 3.314 -1.798  0.0001
H: 1.968 2.027 -0.317  -0.0085
H: 0.857 -0.522 -3.351  -0.0016
H: 2.270 0.666 -4.974  -0.0002

***

Q: Number 3 is which compound?
A: C4H6O2